82
Properties=species:S:1:pos:R:3:forces:R:3 method="wB97M-V/def2-TZVPD" total_charge=+1 orbital_gap_ev=6.429 e_lumo_ev=-3.570 energy_ev=-110949.65431
Sc 0.8362 -0.8685 -0.5487 -0.5 0.3 -0.8
N -0.5112 0.9667 1.7270 1.9 2.1 0.8
P -0.7364 1.4061 0.0038 0.8 -2.7 0.6
C -0.2624 3.0959 -0.2271 -1.2 1.9 -0.3
C 0.8918 3.6677 0.2861 0.2 0.1 -0.5
C 1.0917 5.0594 0.3771 -2.8 -0.9 -1.0
C 0.0860 5.8808 -0.1476 -0.2 -1.8 -0.6
C -0.9390 5.2889 -0.9649 -0.3 1.7 0.9
C -1.2022 3.9409 -0.9084 1.6 -0.9 0.4
C -2.5114 1.2239 -0.1444 -1.4 0.6 -0.1
C -3.1613 1.0422 -1.3907 0.7 -0.3 1.0
C -4.5268 0.9012 -1.4965 -0.1 0.0 0.1
C -5.3017 1.1169 -0.3470 -1.7 -0.3 -1.4
C -4.7065 1.2540 0.8534 1.9 0.3 1.5
C -3.3191 1.3030 0.9924 0.7 0.1 -0.7
P -0.0515 -0.6511 2.0779 -1.7 -0.7 -0.2
C 1.0306 -0.5146 3.5301 0.1 -0.8 -0.2
C 1.1655 -1.6599 4.3395 -0.2 -1.1 -0.5
C 2.1715 -1.8034 5.2970 -0.6 1.9 -0.1
C 2.9498 -0.6638 5.5689 -0.3 -0.2 -0.1
C 2.7624 0.4831 4.7735 1.2 0.2 1.1
C 1.8968 0.5663 3.7198 -1.2 -0.6 -0.5
C -1.5926 -1.5036 2.7311 -0.6 -0.2 -0.3
C -2.0402 -1.2296 4.0203 0.8 0.9 1.0
C -3.0972 -1.9597 4.5557 -0.8 0.4 1.5
C -3.9174 -2.7995 3.8291 1.0 -0.3 -0.9
C -3.5935 -2.9140 2.4590 -1.4 -1.6 -0.6
C -2.4369 -2.3917 1.9592 2.2 1.7 -0.1
H 0.1770 1.6004 2.2488 -1.8 -0.6 -0.9
H 1.6909 2.9874 0.4774 0.6 -0.3 0.9
H 1.8659 5.4595 0.9425 1.4 0.6 0.7
H 0.0607 6.9236 0.0955 0.2 0.5 -0.4
H -1.6237 5.9911 -1.4877 0.5 -0.7 0.4
H -1.9932 3.4323 -1.4343 -0.5 0.5 0.0
H -2.5425 0.9890 -2.2498 0.4 -0.3 -0.9
H -4.9373 0.5875 -2.4580 -0.1 0.6 0.3
H -6.4103 1.1968 -0.3817 0.9 -0.4 -0.2
H -5.2020 1.3424 1.7850 -1.1 0.2 0.5
H -2.8274 1.4591 1.9458 -0.4 -0.1 0.1
H 0.5011 -2.5453 4.2045 0.4 1.0 -0.1
H 2.1577 -2.6815 5.9123 0.4 -0.3 0.1
H 3.6395 -0.6552 6.4295 -0.3 0.1 -0.7
H 3.3039 1.3867 4.9967 0.4 0.0 0.2
H 1.8107 1.4633 3.0921 0.3 -0.3 0.5
H -1.5628 -0.4617 4.7266 -0.4 -1.3 -1.3
H -3.3190 -1.8211 5.6268 0.1 0.0 -0.6
H -4.6423 -3.4497 4.3303 0.0 0.6 -0.4
H -4.2113 -3.5066 1.7134 0.7 0.6 1.3
H -2.1179 -2.6106 0.9377 -0.3 0.0 0.2
S -0.4603 -2.4563 -1.8480 0.2 0.0 1.3
C -0.0227 -1.7606 -3.3671 1.4 1.8 -0.8
C -0.3760 -2.4741 -4.5070 0.6 1.6 -0.6
C -0.1135 -1.9762 -5.7792 0.2 0.7 -0.4
C -0.6501 -2.7213 -6.8654 -0.3 -0.9 -1.5
N -1.0943 -3.3249 -7.7485 0.4 0.6 0.9
C 0.5328 -0.7298 -6.0002 -0.4 -1.4 0.2
C 0.9072 -0.0453 -4.8584 -0.7 0.7 -0.4
C 0.7288 -0.5028 -3.5328 -0.8 -2.2 -2.3
S 1.8394 0.3039 -2.4897 0.1 0.1 2.1
C 0.8522 -0.2268 -7.3355 -0.4 0.8 -0.1
N 1.0466 0.3145 -8.3434 -0.1 -0.9 1.2
H -0.8413 -3.4223 -4.4948 -0.6 -0.8 0.5
H 1.2298 0.9707 -5.0554 0.7 -0.1 0.5
C -3.9577 2.5261 -5.7092 -1.3 -0.3 0.0
O -4.6952 2.4377 -4.4498 -1.1 0.9 -0.8
H -2.9492 2.1971 -5.4991 0.3 0.3 0.2
H -3.9819 3.5550 -6.1809 0.0 -1.2 0.6
H -4.3823 1.7394 -6.3671 0.2 0.8 -0.1
H -5.6529 2.6973 -4.6105 1.9 -0.5 0.1
N 2.5385 -1.8645 0.3784 0.8 -0.5 0.8
C 3.5532 -2.2288 0.8012 -0.9 0.7 -1.6
C 4.9214 -2.4790 1.0161 1.0 1.0 0.2
C 5.8824 -1.6890 0.2900 -1.7 -0.4 0.5
C 7.1641 -1.7119 0.7598 0.1 -0.4 -0.4
C 7.5520 -2.5986 1.7353 -0.4 -0.7 0.6
C 6.6444 -3.4830 2.3097 1.1 0.6 -0.1
C 5.3154 -3.3050 2.0602 -1.0 -1.4 0.0
H 5.5724 -1.0651 -0.5553 0.1 -0.3 0.4
H 7.9220 -1.1576 0.2825 0.6 0.8 -0.5
H 8.5647 -2.6164 2.0685 0.6 -0.1 0.0
H 7.0212 -4.2864 2.9117 -0.1 0.0 0.6
H 4.5959 -3.9407 2.6052 0.2 0.6 -0.5